# 1
Formula: C3H8N4
Source: the Open Molecules 2025 dataset
Level of theory: ωB97M-V/def2-TZVPD

## Properties
Largest force on an atom (eV Å⁻¹): 4.60
Total charge: 0
ΔE to the lowest compared entry with this formula, charge and spin (kcal/mol): 122.60
HOMO energy (alpha / beta) (Eh): -0.291 / -0.291
Multiplicity: 1

Positions of all 15 atoms, in Å:
C: -0.42294 -0.24657 -0.64381
C: -1.19677 0.99820 -0.99777
N: -0.54328 -0.85965 0.59422
N: 1.76613 -1.13780 0.33331
N: -0.73869 -0.05732 1.63615
C: 1.54474 0.05203 -0.54971
N: 2.14153 0.97837 -0.95343
H: -0.50954 -1.01719 -1.40700
H: -0.69694 0.95474 1.55455
H: 1.62705 -1.11215 1.34100
H: 2.09884 -1.98571 -0.11372
H: -0.94143 -0.53735 2.49960
H: -1.22275 1.09689 -2.08107
H: -2.21537 0.99234 -0.60693
H: -0.69059 1.88115 -0.60538

List of natural (NBO) charges in e, atom by atom: atom 1 (C): -0.1489, atom 2 (C): -0.6655, atom 3 (N): -0.1042, atom 4 (N): -0.9231, atom 5 (N): -0.6047, atom 6 (C): 0.3503, atom 7 (N): -0.3616, atom 8 (H): 0.2111, atom 9 (H): 0.3780, atom 10 (H): 0.4076, atom 11 (H): 0.4023, atom 12 (H): 0.3928, atom 13 (H): 0.2367, atom 14 (H): 0.2141, atom 15 (H): 0.2151

=====

# 2
Formula: C3H8N4O
Source: the Open Molecules 2025 dataset
Level of theory: ωB97M-V/def2-TZVPD

## Properties
Largest force on an atom (eV Å⁻¹): 3.17
Total charge: 0
ΔE to the lowest compared entry with this formula, charge and spin (kcal/mol): 84.59
HOMO energy (Eh): -0.315
Structure (SMILES): C/C(=N/NC=O)NN
Multiplicity: 1

Positions of all 16 atoms, in Å:
C: -2.19956 -1.64228 0.09289
C: -1.14373 -0.46977 -0.12125
N: 0.10123 -0.80598 -0.00960
N: 1.07976 0.18857 -0.05176
C: 2.33465 -0.41103 0.11446
O: 3.41975 0.10533 -0.08961
N: -1.67434 0.81334 -0.41547
N: -1.14871 2.01233 0.22474
H: -1.61921 -2.61544 -0.00012
H: -2.46722 -1.72288 1.22549
H: -3.07207 -1.83305 -0.56987
H: 0.93533 1.17685 0.00044
H: 2.20018 -1.45913 0.37849
H: -2.64931 0.63819 -0.16806
H: -1.76355 2.77507 -0.21512
H: -1.37592 1.87842 1.31370

List of natural (NBO) charges in e, atom by atom: atom 1 (C): -0.6976, atom 2 (C): 0.3624, atom 3 (N): -0.3005, atom 4 (N): -0.4977, atom 5 (C): 0.5304, atom 6 (O): -0.5843, atom 7 (N): -0.4768, atom 8 (N): -0.6679, atom 9 (H): 0.2530, atom 10 (H): 0.2294, atom 11 (H): 0.2352, atom 12 (H): 0.4175, atom 13 (H): 0.1237, atom 14 (H): 0.3501, atom 15 (H): 0.3787, atom 16 (H): 0.3444

=====

# 3
Formula: C3H8N4O
Source: the Open Molecules 2025 dataset
Level of theory: ωB97M-V/def2-TZVPD

## Properties
Largest force on an atom (eV Å⁻¹): 9.08
Total charge: 0
ΔE to the lowest compared entry with this formula, charge and spin (kcal/mol): 91.48
HOMO energy (Eh): -0.319
Structure (SMILES): [H]/N=C(\C)NNC(N)=O
Multiplicity: 1

Positions of all 16 atoms, in Å:
H: -2.25255 -1.57039 -1.04803
N: -1.48612 -1.48950 -0.43539
C: -1.46365 -0.13803 -0.02128
C: -2.88243 0.66726 -0.15876
N: -0.45376 0.29582 0.64698
N: 0.69178 -0.28587 0.81106
C: 1.80390 0.06979 0.03566
N: 1.62967 1.32404 -0.40636
O: 2.69514 -0.81351 -0.26097
H: -2.91950 1.82672 -0.06042
H: -3.34230 0.26665 0.62758
H: -3.37926 0.35838 -0.99657
H: -0.75252 1.39519 1.06021
H: 0.69777 -1.34704 1.01532
H: 0.68116 1.43554 -0.81196
H: 2.28822 1.63761 -1.14616

List of natural (NBO) charges in e, atom by atom: atom 1 (H): 0.3252, atom 2 (N): -0.7998, atom 3 (C): 0.4373, atom 4 (C): -0.6459, atom 5 (N): -0.4187, atom 6 (N): -0.4604, atom 7 (C): 0.7663, atom 8 (N): -0.8416, atom 9 (O): -0.6253, atom 10 (H): 0.2067, atom 11 (H): 0.2227, atom 12 (H): 0.2256, atom 13 (H): 0.3795, atom 14 (H): 0.4296, atom 15 (H): 0.3951, atom 16 (H): 0.4037

=====

# 4
Formula: C3H8N4O
Source: the Open Molecules 2025 dataset
Level of theory: ωB97M-V/def2-TZVPD

## Properties
Largest force on an atom (eV Å⁻¹): 6.98
Total charge: 0
ΔE to the lowest compared entry with this formula, charge and spin (kcal/mol): 198.72
HOMO energy (Eh): -0.335
Structure (SMILES): C/N=C\NO/C=N\N
Multiplicity: 1

Positions of all 16 atoms, in Å:
C: 2.25948 0.86471 0.17173
N: 2.24655 -0.68749 0.15678
C: 1.10355 -1.20788 -0.14564
N: -0.11927 -0.72696 -0.81754
O: -1.28281 -1.60241 -0.47934
C: -1.89418 -0.90663 0.73355
N: -1.87882 0.49338 0.66335
N: -1.81020 1.13696 -0.49992
H: 1.45859 1.26470 1.01711
H: 3.35895 1.16249 0.30941
H: 1.93242 1.22348 -0.87214
H: 1.06553 -2.26477 0.58712
H: -0.25912 0.34595 -0.74472
H: -2.04420 -1.50797 1.75473
H: -1.93788 0.41253 -1.36526
H: -2.19858 1.99991 -0.46923

List of natural (NBO) charges in e, atom by atom: atom 1 (C): -0.4871, atom 2 (N): -0.4824, atom 3 (C): 0.2540, atom 4 (N): -0.4186, atom 5 (O): -0.3936, atom 6 (C): 0.2071, atom 7 (N): -0.2655, atom 8 (N): -0.6396, atom 9 (H): 0.2079, atom 10 (H): 0.2233, atom 11 (H): 0.1835, atom 12 (H): 0.1957, atom 13 (H): 0.4095, atom 14 (H): 0.2324, atom 15 (H): 0.3824, atom 16 (H): 0.3911

=====

# 5
Formula: C3H8N4O
Source: the Open Molecules 2025 dataset
Level of theory: ωB97M-V/def2-TZVPD

## Properties
Largest force on an atom (eV Å⁻¹): 10.77
Total charge: 0
ΔE to the lowest compared entry with this formula, charge and spin (kcal/mol): 187.78
HOMO energy (Eh): -0.322
Multiplicity: 1

Positions of all 16 atoms, in Å:
C: 0.21792 -1.47696 1.25159
C: 0.34468 -0.75549 -0.14974
C: -0.96996 1.23184 -0.35319
H: -1.37420 -2.31195 2.36746
H: -0.78151 -3.56493 0.81476
H: 1.18231 -2.25314 1.25826
H: 0.14382 -0.75177 2.16806
H: 1.36180 -0.13426 -1.74395
H: -1.75280 -0.38107 0.35370
H: -2.05382 1.48800 -0.82073
H: 1.41114 2.68471 -1.36610
N: -1.09823 -2.27507 1.23444
N: 1.24589 -0.90114 -1.02697
N: -0.67852 0.13828 0.21333
N: -0.22700 2.21638 -0.86069
O: 1.20156 2.12237 -0.55553

List of natural (NBO) charges in e, atom by atom: atom 1 (C): -0.2825, atom 2 (C): 0.4327, atom 3 (C): 0.2158, atom 4 (H): 0.3748, atom 5 (H): 0.3774, atom 6 (H): 0.1963, atom 7 (H): 0.2274, atom 8 (H): 0.3752, atom 9 (H): 0.4568, atom 10 (H): 0.1878, atom 11 (H): 0.4817, atom 12 (N): -0.8810, atom 13 (N): -0.6269, atom 14 (N): -0.6867, atom 15 (N): -0.2353, atom 16 (O): -0.6136

=====

# 6
Formula: C3H8N4O
Source: the Open Molecules 2025 dataset
Level of theory: ωB97M-V/def2-TZVPD

## Properties
Largest force on an atom (eV Å⁻¹): 4.27
Total charge: 0
ΔE to the lowest compared entry with this formula, charge and spin (kcal/mol): 86.56
HOMO energy (Eh): -0.331
Structure (SMILES): C=NNC(=O)N(C)N
Multiplicity: 1

Positions of all 16 atoms, in Å:
C: 0.93866 3.11090 -0.68024
N: -0.02712 2.33639 -0.67878
N: 0.09003 1.05101 -0.37462
C: -0.86430 0.07281 -0.46862
O: -2.02312 0.21417 -0.82287
N: -0.45891 -1.18660 0.11349
C: 0.85156 -1.61980 0.57590
N: -1.50256 -1.99638 0.68990
H: 1.91039 2.63953 -0.58029
H: 0.78575 4.11257 -0.98248
H: 1.01691 0.71409 0.07807
H: 0.91873 -2.03779 1.64248
H: 1.58980 -0.88765 0.41679
H: 1.00413 -2.58069 0.02741
H: -1.97074 -2.56588 -0.02282
H: -2.25921 -1.37669 1.06669

List of natural (NBO) charges in e, atom by atom: atom 1 (C): -0.1414, atom 2 (N): -0.1739, atom 3 (N): -0.4589, atom 4 (C): 0.7688, atom 5 (O): -0.6120, atom 6 (N): -0.3309, atom 7 (C): -0.4093, atom 8 (N): -0.6490, atom 9 (H): 0.1359, atom 10 (H): 0.1983, atom 11 (H): 0.3485, atom 12 (H): 0.2152, atom 13 (H): 0.1802, atom 14 (H): 0.2044, atom 15 (H): 0.3563, atom 16 (H): 0.3680

=====

# 7
Formula: C3H8N4O
Source: the Open Molecules 2025 dataset
Level of theory: ωB97M-V/def2-TZVPD

## Properties
Largest force on an atom (eV Å⁻¹): 4.77
Total charge: 0
ΔE to the lowest compared entry with this formula, charge and spin (kcal/mol): 129.53
HOMO energy (Eh): -0.323
Structure (SMILES): [H]/N=C(\C/C=N\N)NO
Multiplicity: 1

Positions of all 16 atoms, in Å:
H: -2.87100 -1.31062 -0.12285
N: -2.56805 -0.33293 -0.43649
C: -1.33565 -0.11153 -0.16989
C: -0.38185 -1.10644 0.61470
C: 0.96058 -1.37406 -0.11777
N: 1.97532 -0.57777 -0.57121
N: 1.99359 0.77617 -0.17166
N: -0.91766 1.16034 -0.48835
O: -0.23283 1.93223 0.36610
H: -0.97575 -2.04121 0.63801
H: -0.24235 -0.55660 1.65655
H: 1.05713 -2.27321 -0.77968
H: 3.02623 1.03089 -0.00646
H: 1.54304 0.92630 0.73538
H: -1.68710 1.76003 -0.89026
H: 0.65633 2.09842 -0.25612

List of natural (NBO) charges in e, atom by atom: atom 1 (H): 0.3345, atom 2 (N): -0.6918, atom 3 (C): 0.4316, atom 4 (C): -0.5535, atom 5 (C): 0.0122, atom 6 (N): -0.2147, atom 7 (N): -0.6873, atom 8 (N): -0.3558, atom 9 (O): -0.5803, atom 10 (H): 0.2468, atom 11 (H): 0.2522, atom 12 (H): 0.2060, atom 13 (H): 0.3718, atom 14 (H): 0.3599, atom 15 (H): 0.3720, atom 16 (H): 0.4965

=====

# 8
Formula: C3H8N4O
Source: the Open Molecules 2025 dataset
Level of theory: ωB97M-V/def2-TZVPD

## Properties
Largest force on an atom (eV Å⁻¹): 0.87
Total charge: 0
ΔE to the lowest compared entry with this formula, charge and spin (kcal/mol): 80.75
HOMO energy (Eh): -0.341
Multiplicity: 1

Positions of all 16 atoms, in Å:
C: 0.95283 1.52681 -2.18693
N: 0.21079 0.29811 -0.24725
N: -1.28985 -0.31452 1.15826
C: 0.23219 -0.41178 0.91207
C: 1.32546 0.72200 -0.95612
N: -2.05425 -1.51866 1.22093
N: 1.10273 -0.96868 1.62911
O: 2.46988 0.44498 -0.66811
H: -1.10270 0.32029 0.03648
H: -1.50272 0.24404 1.98284
H: -2.04930 -1.91993 0.28727
H: -1.58386 -2.18011 1.83729
H: 0.72004 -1.41162 2.46127
H: 0.39995 2.42336 -1.89951
H: 1.85787 1.80622 -2.72089
H: 0.31095 0.93949 -2.84673

List of natural (NBO) charges in e, atom by atom: atom 1 (C): -0.7044, atom 2 (N): -0.7565, atom 3 (N): -0.5077, atom 4 (C): 0.5532, atom 5 (C): 0.6832, atom 6 (N): -0.6339, atom 7 (N): -0.6705, atom 8 (O): -0.5627, atom 9 (H): 0.4722, atom 10 (H): 0.3936, atom 11 (H): 0.3619, atom 12 (H): 0.3498, atom 13 (H): 0.3396, atom 14 (H): 0.2241, atom 15 (H): 0.2327, atom 16 (H): 0.2255